Formula: C6H10O6
Source: OMol25
Level of theory: ωB97M-V with the def2-TZVPD basis set

Each line ends with the Mulliken charge.
Geometry (Å):
C 0.59151 0.98109 0.91390  -0.9759
C -0.70304 1.09942 0.60519  0.0240
C 1.34838 -0.11296 0.24095  1.3585
C 0.78032 -1.44842 0.70477  0.4828
C -2.57185 -0.18509 -0.00630  0.1282
C 1.46794 0.01651 -1.24521  -1.4434
O -1.28052 0.33039 -0.26716  -0.3189
O 2.66621 -0.23045 0.81407  -0.6531
O 0.22196 -2.20269 -0.20104  -0.4957
O 0.82172 -1.70883 1.87166  -0.6359
O -2.36819 -1.48620 0.24798  -0.4873
O -3.44652 0.10673 -1.02771  -0.5192
H 1.02104 1.47374 1.75771  0.3484
H -1.34596 1.85677 1.14969  0.3176
H 0.39736 0.33277 -1.55137  0.2791
H 1.72535 -0.85835 -1.62879  0.4411
H 2.29884 0.71803 -1.43662  0.3476
H -2.81892 0.27465 0.96536  0.3724
H -0.32658 -3.00809 0.18926  0.4033
H 2.59148 -0.14299 1.72610  0.3583
H -2.23410 -1.89267 -0.60747  0.3362
H -3.43913 0.85809 -1.62922  0.3321

Values from the calculation:
Relative energy (zero: lowest compared OMol25 entry of this formula, charge and spin) (kJ/mol): 180.7
SMILES: C[C@@](O)(/C=C\OC(O)O)C(=O)O
E_HOMO (eV): -9.091

Formula: C6H10S
Source: OMol25
Level of theory: ωB97M-V with the def2-TZVPD basis set

Each line ends with the Mulliken charge.
Geometry (Å):
C 2.33136 0.90731 -0.02346  -0.1429
C 1.23947 -0.17934 -0.15469  -0.4606
C 3.66195 0.76616 0.04029  -0.9231
C -0.10173 -0.14714 -0.31098  0.7886
C -0.94371 -1.43081 -0.23674  -1.0904
C -2.60811 0.97957 0.22176  -0.9359
S -0.90653 1.41862 -0.15924  -0.1004
H 1.86761 1.86888 -0.02822  0.2190
H 1.57270 -1.21578 -0.11694  0.1928
H 4.10191 -0.10221 -0.10448  0.3882
H 4.21748 1.69478 -0.08835  0.2448
H -0.37393 -2.41036 -0.06918  0.3019
H -1.62856 -1.44218 -1.19532  0.2648
H -1.70048 -1.35829 0.55217  0.2708
H -3.13671 1.96412 0.10293  0.3383
H -2.55064 0.31112 1.10868  0.2910
H -3.05809 0.43991 -0.52597  0.3530

Values from the calculation:
Relative energy (zero: lowest compared OMol25 entry of this formula, charge and spin) (kJ/mol): 256.0
SMILES: C=C/C=C(/C)SC
E_HOMO (eV): -7.797

Formula: C6H10S2
Source: OMol25
Level of theory: ωB97M-V with the def2-TZVPD basis set

Each line ends with the Mulliken charge.
Geometry (Å):
C -0.16465 1.64969 -0.78520  -1.1387
C 0.15351 0.33707 -0.10495  0.9292
C 1.46662 0.23691 0.76926  -1.0789
C 1.65338 -1.21110 0.38680  -0.6214
C -1.03974 -0.37388 0.48131  -0.7073
C -2.11658 -0.77418 -0.43442  -0.3119
H 0.69146 2.38692 -0.73184  0.3065
H -0.31614 1.40859 -1.82011  0.3490
H -1.17683 2.13137 -0.44323  0.2771
H 1.63760 0.67940 1.78018  0.3409
H 2.26097 0.59966 0.11668  0.3571
H 2.67879 -1.39139 0.39573  0.4350
H 1.08915 -2.01092 0.96577  0.2325
H -1.45408 0.27826 1.24716  0.3972
H -0.68933 -1.22763 1.03689  0.3147
H -1.99166 -1.38872 -1.38836  0.2712
S 1.00390 -0.89433 -1.28028  -0.1388
S -3.68637 -0.43570 -0.19140  -0.2135

Values from the calculation:
Relative energy (zero: lowest compared OMol25 entry of this formula, charge and spin) (kJ/mol): 181.6
E_HOMO (eV): -8.567

Formula: C6H10Si
Source: OMol25
Level of theory: ωB97M-V with the def2-TZVPD basis set

Each line ends with the Mulliken charge.
Geometry (Å):
C -2.38148 -0.02579 -0.51166  -0.4966
C -1.55366 0.53745 -1.44986  -0.3742
C -1.79949 -0.34447 0.66738  -0.5623
C 0.13220 0.20647 -0.65452  -0.4692
C -0.31573 -0.30300 0.59999  1.0609
C 0.24679 0.18811 1.89907  -1.6643
Si 1.68057 0.52859 -1.47737  0.3270
H -3.42316 0.02510 -0.66698  0.4277
H -1.29360 0.97417 -2.41267  0.4425
H -2.31036 -0.77198 1.60500  0.2945
H 0.02728 -1.33360 0.63026  0.1575
H -0.03320 1.26322 1.96504  0.3480
H 1.28064 0.19258 1.84292  0.4499
H -0.07872 -0.32164 2.66951  0.5073
H 1.94006 -0.30577 -2.67423  -0.1419
H 3.00532 0.54075 -0.86335  -0.1532
H 1.68938 1.87009 -1.92843  -0.1537

Values from the calculation:
Relative energy (zero: lowest compared OMol25 entry of this formula, charge and spin) (kJ/mol): 33.1
Spin multiplicity: 3
E_HOMO (spin up / spin down) (eV): -6.830 / -9.933

Formula: C6H11AgClF4N4O8S4
Source: OMol25
Level of theory: ωB97M-V with the def2-TZVPD basis set

Each line ends with the Mulliken charge.
Geometry (Å):
Ag -6.14757 24.59695 -31.36842  0.8739
C -12.61538 19.81832 -25.77130  -1.0621
C -11.45020 19.36171 -24.95601  -0.5180
N -10.19331 20.04252 -25.36561  0.2189
C -9.08290 19.39032 -25.95110  -0.2743
C -8.02967 20.36629 -26.11066  -0.5455
N -8.53646 21.54490 -25.59519  0.0993
C -9.76986 21.32677 -25.08530  -0.0768
C -7.84795 22.79598 -25.63979  -0.8474
H -12.51534 19.49194 -26.80646  0.3313
H -12.72082 20.90253 -25.80981  0.3424
H -13.57793 19.58058 -25.31845  0.3654
H -11.18628 18.30415 -24.96035  0.3294
H -11.49451 19.56671 -23.88637  0.3507
H -9.24098 18.34158 -26.15490  0.4022
H -7.08447 20.49698 -26.61653  0.5295
H -10.40423 22.13993 -24.76475  0.3181
H -7.72419 23.06540 -26.68869  0.3702
H -6.89086 22.64762 -25.13972  0.3597
H -8.43857 23.58581 -25.17564  0.3010
Cl -2.86062 22.68917 -29.22605  -0.8936
N -4.97743 27.07369 -34.01044  -0.2494
S -4.46995 28.72773 -33.97386  1.0492
O -5.02915 29.61595 -34.94889  -0.5289
O -3.16435 29.06611 -33.44806  -0.5753
F -5.42236 29.12991 -32.74115  -0.2930
S -5.02765 26.94716 -35.55494  1.0886
O -3.74122 27.30939 -36.21702  -0.5852
O -6.25951 27.16422 -36.28201  -0.5735
F -5.02218 25.31468 -35.43708  -0.3166
N -9.79357 23.80882 -30.11738  -0.2551
S -11.08047 24.37097 -29.54608  1.0345
O -11.76873 23.57906 -28.50054  -0.5607
O -11.99955 25.11459 -30.43983  -0.6132
F -10.48586 25.61187 -28.65270  -0.3135
S -10.61234 22.53655 -30.94407  1.0913
O -11.37263 22.91468 -32.14612  -0.5506
O -11.17213 21.46708 -30.11732  -0.5381
F -9.32419 21.78722 -31.62035  -0.2846

Values from the calculation:
Relative energy (zero: lowest compared OMol25 entry of this formula, charge and spin) (kJ/mol): 425.5
E_HOMO (eV): -5.494
Net charge: -1

Formula: C6H11AgO2
Source: OMol25
Level of theory: ωB97M-V with the def2-TZVPD basis set

Each line ends with the Mulliken charge.
Geometry (Å):
O 2.15112 0.70684 1.53543  -0.4856
C 2.36499 0.66777 0.31280  -0.0468
C 1.42153 0.14954 -0.67167  -0.1486
C 1.52425 0.68603 -2.05943  -0.1334
C 2.14985 1.80379 -2.44875  -0.8180
H 3.30305 1.12217 -0.06379  0.3775
H 0.17506 0.05805 -0.07017  0.1605
H 1.55149 -0.94730 -0.69413  0.3061
H 1.02876 0.07839 -2.82314  0.2924
H 2.50141 1.91258 -3.47567  0.2515
H 2.57729 2.50981 -1.73182  0.2836
C -2.85032 -1.69460 1.62530  -1.0851
C -2.39123 -0.58747 0.68411  -0.1667
O -1.15844 -0.05827 1.05301  -0.6505
Ag 0.07178 0.35680 2.95355  0.5723
H -3.71114 -2.23769 1.20635  0.3306
H -2.04413 -2.42582 1.79327  0.2617
H -3.14993 -1.27269 2.59733  0.2176
H -3.18763 0.18432 0.61893  0.2409
H -2.32774 -1.01225 -0.34151  0.2398

Values from the calculation:
E_HOMO (eV): -8.050

Formula: C6H11B3BrIO6PbS
Source: OMol25
Level of theory: ωB97M-V with the def2-TZVPD basis set

Each line ends with the Mulliken charge.
Geometry (Å):
C -1.88531 2.40975 -1.11212  -0.8546
S -0.38242 2.21904 -1.98627  1.1636
O -0.80012 1.62532 -3.36320  -0.6514
O 0.35729 3.43468 -2.02713  -0.5325
B 0.57476 0.72223 -1.25841  0.3653
O -0.12043 -0.48828 -1.43349  -0.3696
B 0.40101 -1.56952 -0.53426  0.0348
C -0.55501 -2.48421 0.23283  -0.3457
C -1.97958 -1.94463 0.46444  -0.3365
C -2.01221 -0.98119 1.65625  -0.9689
I -2.22615 -1.97538 3.50876  0.1585
O 1.75806 -1.49726 -0.42118  -0.2075
B 2.32663 -0.28347 -0.06482  0.0586
C 3.33687 -0.08627 1.08505  -0.4724
C 3.43395 1.32881 1.57140  0.4151
O 4.35559 2.01886 1.64806  -0.3492
Br 1.66002 1.92312 2.19183  -0.2121
O 1.80402 0.83012 -0.80336  -0.1257
H -2.41043 3.25580 -1.56779  0.4375
H -2.47338 1.48929 -1.15665  0.2491
H -1.62115 2.63515 -0.07374  0.3603
H -0.57425 -3.48713 -0.21811  0.4198
H -0.06064 -2.62344 1.20693  0.2832
H -2.65421 -2.78404 0.63634  0.4601
H -2.36792 -1.41148 -0.41901  0.0159
H -1.08317 -0.40002 1.73653  0.2112
H -2.83711 -0.27153 1.58818  0.4488
H 2.98458 -0.70775 1.92035  0.3858
H 4.33620 -0.46220 0.81965  0.4445
Pb -1.28548 -0.43437 -3.82705  1.5139

Values from the calculation:
Relative energy (zero: lowest compared OMol25 entry of this formula, charge and spin) (kJ/mol): 0.0
E_HOMO (eV): -14.359
Net charge: +2

Formula: C6H11BN2O3P
Source: OMol25
Level of theory: ωB97M-V with the def2-TZVPD basis set

Each line ends with the Mulliken charge.
Geometry (Å):
N 0.87480 1.18002 2.57591  -0.4540
B -0.05496 2.01402 1.68925  0.5201
O 0.45046 3.38946 1.35052  -0.5325
P -1.71035 1.28315 1.06075  0.3024
O -3.12426 2.24663 1.46926  -0.1269
N -3.05944 2.32112 2.83352  0.1237
O -2.89099 3.53769 3.02429  -0.1535
H 0.75881 0.15600 2.40559  0.2663
H 0.77744 1.43114 3.58692  0.2940
H 1.08697 3.26626 0.58268  0.3486
H -1.89085 -0.02251 1.69045  0.2274
H -1.72657 1.08808 -0.37807  0.1987
C 0.82279 -0.89961 -0.78124  0.0008
C 1.30370 -2.18765 -0.54789  -0.5245
C 1.35248 -3.11398 -1.58921  -0.4048
C 0.92913 -2.74874 -2.86745  -0.4381
C 0.45173 -1.45950 -3.10159  -0.4403
C 0.39426 -0.53602 -2.05811  -0.4055
H 0.78172 -0.17900 0.03133  0.3916
H 1.64000 -2.47004 0.44661  0.3279
H 1.72096 -4.11956 -1.40554  0.3765
H 0.97166 -3.46900 -3.68018  0.3728
H 0.12338 -1.17454 -4.09815  0.3733
H 0.01712 0.46657 -2.23966  0.3559

Values from the calculation:
E_HOMO (eV): -12.534
Net charge: +1

Formula: C6H11Br3N2OV
Source: OMol25
Level of theory: ωB97M-V with the def2-TZVPD basis set

Each line ends with the Mulliken charge.
Geometry (Å):
O 3.80123 -0.51877 0.68365  -0.4732
V 4.98734 0.46570 1.12554  0.7829
C -4.02346 1.06011 -0.32791  -0.9936
C -3.10296 0.43013 0.74302  -0.6506
N -1.74418 0.10936 0.33488  0.1632
C -0.66139 0.92891 0.55071  -0.5046
C 0.38041 0.36540 -0.07880  -0.2383
N -0.03807 -0.77989 -0.69752  0.1722
C -1.36649 -0.86535 -0.50391  -0.0968
C 0.76579 -1.56982 -1.62425  -0.8029
H -3.90544 0.68287 -1.33708  0.3499
H -3.76213 2.12375 -0.32870  0.3038
H -5.02516 1.05065 0.09454  0.3491
H -3.59540 -0.50221 1.02749  0.3587
H -3.14676 1.04817 1.63473  0.3418
H -0.69507 1.74145 1.25512  0.4113
H 1.44599 0.51565 -0.12572  0.4102
H -2.01501 -1.58250 -0.97645  0.3950
H 1.64435 -0.98106 -1.87441  0.3396
H 0.22785 -1.84656 -2.52715  0.3531
H 1.11333 -2.49778 -1.17285  0.3118
Br 6.57419 2.65215 1.60330  -0.4334
Br 6.57032 -0.77769 -0.77563  -0.4003
Br 5.57073 -1.25266 3.29740  -0.4488

Values from the calculation:
Relative energy (zero: lowest compared OMol25 entry of this formula, charge and spin) (kJ/mol): 0.0
Spin multiplicity: 2
E_HOMO (spin up / spin down) (eV): -7.994 / -7.994

Formula: C6H11BrN3O
Source: OMol25
Level of theory: ωB97M-V with the def2-TZVPD basis set

Each line ends with the Mulliken charge.
Geometry (Å):
C 2.53291 -1.36622 1.44870  -0.1662
C 3.18489 -0.77635 2.44917  0.6759
C -1.69098 0.82625 -1.94510  -1.0414
C -1.50236 -0.44617 -1.12382  -0.4452
C -0.61576 -0.11984 0.13688  -0.3107
C 0.82000 0.21316 -0.35039  -0.8968
N 2.08281 0.98898 1.59085  -0.4236
N 1.70463 0.13719 0.78532  0.7405
N 4.09369 -1.15093 3.29463  -0.3539
O 2.88609 0.63446 2.48317  -0.1326
Br 2.01532 -2.99295 0.82749  0.0473
H -2.44845 0.60481 -2.77752  0.3070
H -1.72168 1.75518 -1.34589  0.3441
H -0.67510 1.07902 -2.56248  0.2304
H -0.98273 -1.21102 -1.71743  0.3400
H -2.53165 -0.83748 -0.69417  0.3033
H -1.19173 0.66018 0.83569  0.3274
H -0.55288 -1.15670 0.63368  0.2288
H 0.67881 1.26869 -0.67372  0.3467
H 1.04153 -0.50911 -0.99701  0.4606
H 4.11612 -2.06693 3.52509  0.1980
H 4.81751 -0.64563 3.71627  0.2205

Values from the calculation:
Relative energy (zero: lowest compared OMol25 entry of this formula, charge and spin) (kJ/mol): 373.2
E_HOMO (eV): -13.378
Net charge: +1